1.
15
Properties=species:S:1:pos:R:3:lowdin_charge:R:1 method="wB97M-V/def2-TZVPD" max_force_ev_per_a=3.6 relative_energy_kcal_mol=131.53 smiles="NC1[C@H]2OC=CO[C@H]12" homo_ev=-8.625 total_energy_ha=-399.75596 lumo_energy_ev=0.97
O -0.683 1.514 -0.124 -0.097
O -0.999 -1.455 -0.014 -0.071
N 2.547 0.206 -0.433 0.065
C 0.128 -0.704 -0.328 -0.222
C 0.146 0.562 0.630 -0.146
C 1.451 -0.198 0.360 -0.231
C -1.949 0.839 -0.308 -0.112
C -2.078 -0.468 -0.102 -0.100
H 2.887 -0.622 -0.865 0.077
H 3.216 0.866 -0.169 0.066
H 1.742 -0.726 1.339 0.157
H -3.086 -1.015 -0.064 0.146
H -2.947 1.466 -0.027 0.172
H -0.411 0.100 1.454 0.148
H 0.033 -0.364 -1.349 0.148

2.
15
Properties=species:S:1:pos:R:3:lowdin_charge:R:1 method="wB97M-V/def2-TZVPD" max_force_ev_per_a=4.7 relative_energy_kcal_mol=77.19 smiles="C=C(O)NC=C=CO" homo_ev=-8.117 total_energy_ha=-399.84255 lumo_energy_ev=0.64
O 2.941 -1.454 0.224 0.031
O -2.767 -0.214 -0.576 0.064
N -1.140 0.019 0.958 0.052
C 1.254 0.049 0.806 -0.036
C 0.111 -0.009 1.452 -0.146
C -1.483 0.307 -0.363 -0.401
C 2.462 -0.236 0.556 -0.248
C -0.733 0.910 -1.276 0.062
H -1.241 1.104 -2.200 0.054
H -1.792 -0.061 1.697 0.135
H 0.145 1.538 -1.121 0.069
H 0.153 -0.386 2.425 0.110
H -3.221 0.366 -1.108 0.051
H 3.324 0.510 0.536 0.139
H 2.176 -1.970 0.211 0.063

3.
15
Properties=species:S:1:pos:R:3:lowdin_charge:R:1 method="wB97M-V/def2-TZVPD" max_force_ev_per_a=2.4 relative_energy_kcal_mol=60.22 smiles="N=C=CC=O.CC=O" homo_ev=-9.620 total_energy_ha=-399.86960 lumo_energy_ev=0.44
O -0.550 -0.337 1.785 0.019
O 1.121 -1.460 -0.891 0.000
N 1.618 1.986 -1.701 0.184
C 1.584 -0.954 0.131 -0.312
C -1.213 -0.439 0.781 -0.336
C 2.126 0.386 0.218 -0.066
C 1.940 1.291 -0.750 -0.125
C -1.669 0.748 -0.077 -0.044
H 2.189 1.980 -2.549 0.098
H 2.842 0.614 0.939 0.083
H -1.499 -1.382 0.337 0.110
H -2.724 0.683 -0.494 0.095
H -1.581 1.648 0.621 0.105
H 1.508 -1.580 1.088 0.139
H -0.911 0.659 -0.841 0.050

4.
15
Properties=species:S:1:pos:R:3:lowdin_charge:R:1 method="wB97M-V/def2-TZVPD" max_force_ev_per_a=8.4 relative_energy_kcal_mol=72.20 smiles="N[C@]12C[C@]1(C(=O)O)C2" homo_ev=-8.601 total_energy_ha=-399.85051 lumo_energy_ev=0.57
O 2.550 0.617 -1.639 0.177
O 3.032 0.483 0.615 0.127
N -0.791 -1.578 -0.748 0.113
C -0.456 1.022 -0.913 -0.036
C 0.699 0.579 -0.063 -0.203
C 2.320 0.523 -0.517 -0.442
C -0.084 0.247 1.146 -0.022
C -0.533 -0.281 -0.215 -0.361
H -0.606 -2.286 -0.081 0.066
H 2.444 0.439 1.374 0.099
H -0.611 0.903 1.685 0.058
H -0.269 -1.690 -1.582 0.070
H -1.078 1.911 -0.713 0.108
H 0.484 -0.465 1.742 0.109
H -0.255 0.761 -2.021 0.138

5.
15
Properties=species:S:1:pos:R:3:lowdin_charge:R:1 method="wB97M-V/def2-TZVPD" max_force_ev_per_a=3.4 relative_energy_kcal_mol=38.58 smiles=Cc1c(N)coc1O homo_ev=-7.588 total_energy_ha=-399.90408 lumo_energy_ev=0.83
O 2.421 -1.030 -0.240 0.096
O 1.654 1.244 -0.033 0.037
N -1.976 1.175 0.119 0.070
C 0.386 1.809 0.089 -0.106
C -0.614 0.937 0.121 -0.278
C 1.406 -0.130 -0.035 -0.332
C -0.405 -1.860 0.124 -0.017
C 0.113 -0.423 0.117 -0.132
H -1.274 -1.723 -0.439 0.040
H 3.135 -0.531 -0.638 0.112
H 0.355 2.874 0.182 0.113
H -0.561 -2.284 1.099 0.074
H 0.341 -2.414 -0.494 0.095
H -2.520 0.278 -0.141 0.127
H -2.462 2.078 0.170 0.102

6.
16
Properties=species:S:1:pos:R:3:lowdin_charge:R:1 method="wB97M-V/def2-TZVPD" max_force_ev_per_a=4.5 relative_energy_kcal_mol=44.63 smiles="C=[P@]([O-])(O)[C@@H]1C[C@H]1C#N" charge=-1 homo_ev=-3.602 total_energy_ha=-741.30885 lumo_energy_ev=3.85
P 1.313 0.103 0.265 0.475
O 1.891 -1.382 0.713 -0.285
O 1.282 0.935 1.501 -0.423
N -3.848 0.753 0.642 0.121
C -1.249 -0.472 -1.351 -0.122
C 2.284 0.611 -1.102 -0.251
C -0.769 -0.360 0.038 -0.264
C -1.536 0.739 -0.510 -0.351
C -2.826 0.824 0.123 -0.225
H 2.234 -1.071 1.638 0.091
H -1.048 1.695 -0.629 0.129
H 1.897 1.516 -1.380 -0.101
H -2.223 -0.927 -1.383 0.084
H -1.233 -0.819 0.884 0.096
H -0.521 -0.524 -2.229 0.124
H 2.200 -0.069 -1.861 -0.099

7.
16
Properties=species:S:1:pos:R:3:lowdin_charge:R:1 method="wB97M-V/def2-TZVPD" max_force_ev_per_a=5.1 relative_energy_kcal_mol=110.93 smiles="C=C1[C@H](/C=N/C)S1(=O)=O" homo_ev=-10.240 total_energy_ha=-797.96517 lumo_energy_ev=0.33
S 1.735 1.416 0.306 0.711
O 2.925 1.423 1.068 -0.271
O 0.971 2.622 0.172 -0.275
N -1.092 -0.859 1.250 -0.003
C 0.885 -0.156 0.214 -0.234
C -2.548 -0.812 1.367 -0.141
C 1.590 -0.015 -2.318 0.082
C -0.535 -0.235 0.309 -0.198
C 1.602 0.399 -1.072 -0.285
H -2.924 -0.503 2.261 0.018
H -3.249 -0.251 0.682 0.087
H -1.251 0.298 -0.370 0.147
H 0.934 -0.813 -2.648 0.085
H -2.835 -2.006 1.319 0.134
H 1.576 -0.835 0.515 0.103
H 2.216 0.326 -3.054 0.039

8.
16
Properties=species:S:1:pos:R:3:lowdin_charge:R:1 method="wB97M-V/def2-TZVPD" max_force_ev_per_a=5.1 relative_energy_kcal_mol=177.38 homo_ev=-9.120 total_energy_ha=-797.85928 lumo_energy_ev=-0.67
S -0.351 1.738 -2.204 0.783
O 0.467 0.536 2.284 0.040
O 2.078 -0.499 1.192 0.064
N 0.922 -0.031 1.265 -0.376
C -0.244 1.892 -0.526 -0.564
C 0.044 -0.169 0.202 -0.071
C -0.440 -2.616 -0.121 -0.029
C -0.113 2.769 0.432 -0.040
C -0.460 -1.144 -0.478 -0.139
H 0.046 3.777 0.206 0.047
H -1.017 -3.082 -0.957 0.106
H -0.708 -2.632 0.853 0.048
H 0.502 0.584 -2.319 -0.040
H -1.072 -0.936 -1.231 0.043
H 0.564 -2.871 -0.108 0.057
H -0.220 2.686 1.509 0.069